one) Density functional theory data (ωB97M-V with the def2-TZVPD basis set) for CH3O2S2 as an isolated structure.

The geometry in ORCA input format:
```
! RIJCOSX wB97M-V def2-TZVPD def2/J DEFGRID3
* xyz -1 1
C 0.620 -0.506 -0.169
O -1.935 -0.756 -0.763
O -1.248 1.324 0.413
S 1.523 0.937 -0.204
S -1.192 -0.160 0.397
H 0.415 -0.845 -1.174
H 1.058 -1.510 0.733
H 0.759 1.515 0.767
*
```

E_LUMO ... 0.1320 Ha
M ... 111.17 g mol⁻¹
HOMO-LUMO gap ... 0.25579 Ha

---

two) Density functional theory data (ωB97M-V with the def2-TZVPD basis set) for a 2-piece molecular cluster, CH3O2S2 overall.

The geometry in ORCA input format:
```
! RIJCOSX wB97M-V def2-TZVPD def2/J DEFGRID3
* xyz -1 1
S -0.757 1.970 0.530
S 1.015 1.886 -0.587
H -0.911 0.565 0.393
H 1.832 2.390 0.357
O -0.107 -2.184 -1.313
C -0.285 -1.701 -0.196
O -1.235 -0.958 0.206
H 0.448 -1.967 0.610
*
```

E_LUMO ... 0.1210 Ha
M ... 111.17 g mol⁻¹
HOMO-LUMO gap ... 0.29220 Ha

---

It is two) that is the most stable of them.

---

one) Density functional theory data (ωB97M-V with the def2-TZVPD basis set) for a 2-piece molecular cluster, C11H15N overall.

The geometry in ORCA input format:
```
! RIJCOSX wB97M-V def2-TZVPD def2/J DEFGRID3
* xyz 1 2
C 0.687 2.082 3.771
C 0.476 0.536 4.176
H 1.255 2.258 2.880
H -0.250 2.480 3.745
H 1.314 2.613 4.483
H -0.548 0.141 4.277
H 1.066 0.342 5.097
H 0.600 -0.038 3.243
C 0.517 -0.261 -4.146
C -0.057 -1.204 -0.696
C -0.407 -0.460 -1.936
C 0.491 -0.950 -2.897
C 1.284 -1.989 -2.414
C -0.756 -0.955 0.465
C -1.552 0.116 0.598
C -1.865 0.908 -0.546
C -1.275 0.656 -1.878
N 0.938 -2.083 -1.070
H -0.608 -1.647 1.212
H -2.076 0.255 1.566
H 1.133 -2.901 -0.466
H -2.618 1.668 -0.381
H 2.122 -2.496 -2.777
H -1.581 1.277 -2.617
H -0.503 -0.220 -4.566
H 0.892 -0.865 -4.880
H 1.320 0.736 -4.243
*
```

E_LUMO (alpha / beta) ... -0.1463 / -0.2697 Ha
M ... 161.25 g mol⁻¹
HOMO-LUMO gap (alpha / beta) ... 0.33689 / 0.21150 Ha
<S²> ... 0.77

---

two) Density functional theory data (ωB97M-V with the def2-TZVPD basis set) for a 2-piece molecular cluster, C11H15N overall.

The geometry in ORCA input format:
```
! RIJCOSX wB97M-V def2-TZVPD def2/J DEFGRID3
* xyz 1 2
C -0.557 1.194 2.679
C 0.133 -0.325 0.714
C -0.329 0.892 1.205
C -0.286 1.076 -1.046
C -0.659 1.818 0.137
C -0.877 1.447 -2.300
C -1.377 2.929 0.093
C -1.727 2.589 -2.225
C -1.925 3.398 -1.062
N 0.076 -0.184 -0.688
H 0.573 -1.223 1.066
H 0.476 -0.840 -1.326
H -0.272 2.245 3.089
H 0.134 0.621 3.180
H -0.592 1.241 -3.244
H -1.377 3.759 0.925
H -2.301 2.802 -3.075
H -2.533 4.271 -1.057
H -1.504 0.991 2.880
C 1.538 -4.145 0.273
C 2.276 -2.987 -0.342
H 1.812 -4.566 1.216
H 0.432 -3.684 0.565
H 1.264 -5.029 -0.404
H 3.186 -3.463 -0.943
H 2.687 -2.504 0.711
H 1.729 -2.322 -1.020
*
```

E_LUMO (alpha / beta) ... -0.1385 / -0.2667 Ha
M ... 161.25 g mol⁻¹
HOMO-LUMO gap (alpha / beta) ... 0.34849 / 0.21755 Ha
<S²> ... 0.77

---

three) Density functional theory data (ωB97M-V with the def2-TZVPD basis set) for a 2-piece molecular cluster, C11H15N overall.

The geometry in ORCA input format:
```
! RIJCOSX wB97M-V def2-TZVPD def2/J DEFGRID3
* xyz 1 2
C -1.667 -0.291 -2.194
C -0.998 0.418 -3.354
H -1.811 -1.341 -2.466
H -0.980 -0.353 -1.331
H -2.586 0.141 -1.827
H -0.873 1.483 -3.098
H -1.698 0.521 -4.208
H -0.196 -0.028 -3.925
C 2.870 -1.112 -0.200
C 0.633 0.093 0.426
C 1.546 -1.015 0.389
C -0.440 -0.306 1.249
C 1.024 -1.923 1.330
C -0.349 2.225 0.037
C -1.474 1.817 0.813
C 0.728 1.398 -0.098
C -1.493 0.572 1.423
N -0.156 -1.524 1.870
H -0.435 3.201 -0.420
H -2.355 2.451 0.827
H 1.656 1.717 -0.565
H -2.292 0.398 2.143
H 2.879 -0.889 -1.266
H 3.273 -2.117 -0.052
H 1.503 -2.802 1.707
H -0.856 -2.044 2.373
H 3.604 -0.413 0.251
*
```

E_LUMO (alpha / beta) ... -0.1340 / -0.2622 Ha
M ... 161.25 g mol⁻¹
HOMO-LUMO gap (alpha / beta) ... 0.34918 / 0.22893 Ha
<S²> ... 0.77

---

It is three) that is the most stable of them.

---

one) Density functional theory data (ωB97M-V with the def2-TZVPD basis set) for a 2-piece molecular cluster, H6NO overall.

The geometry in ORCA input format:
```
! RIJCOSX wB97M-V def2-TZVPD def2/J DEFGRID3
* xyz 1 1
O -0.500 -5.000 -2.904
H -0.567 -5.839 -2.395
H -1.426 -4.796 -3.169
N 0.000 0.000 0.000
H -0.265 -0.382 0.928
H -0.694 0.714 -0.292
H 0.020 -0.769 -0.697
H 0.940 0.436 0.061
*
```

E_LUMO ... -0.1742 Ha
M ... 36.05 g mol⁻¹
HOMO-LUMO gap ... 0.34257 Ha

---

two) Density functional theory data (ωB97M-V with the def2-TZVPD basis set) for a 2-piece molecular cluster, H6NO overall.

The geometry in ORCA input format:
```
! RIJCOSX wB97M-V def2-TZVPD def2/J DEFGRID3
* xyz 1 1
O 1.393 -2.698 2.046
H 2.074 -3.281 1.639
H 0.733 -2.553 1.331
N -0.840 1.706 -1.003
H -0.250 0.925 -0.658
H -1.300 1.427 -1.891
H -0.246 2.541 -1.169
H -1.564 1.932 -0.294
*
```

E_LUMO ... -0.1799 Ha
M ... 36.05 g mol⁻¹
HOMO-LUMO gap ... 0.33850 Ha

---

It is one) that is the most stable of them.